{"formula": "C16H17ClIN4O6STc", "method": "ωB97M-V/def2-TZVPD", "elements": ["C", "H", "H", "H", "C", "C", "H", "C", "H", "H", "H", "H", "Cl", "C", "O", "C", "C", "N", "C", "C", "H", "O", "C", "I", "H", "N", "N", "H", "H", "O", "H", "C", "C", "O", "C", "O", "H", "H", "Tc", "C", "S", "H", "C", "H", "C", "N", "O"], "positions_angstrom": [[-0.412751, 1.000203, 2.926730], [2.418162, -0.509974, -5.278553], [-1.548696, -2.030156, 3.302621], [5.316829, 0.142312, -1.459564], [0.829610, -0.465427, -2.292736], [-2.492219, -0.083087, 2.291077], [-2.737530, 0.928471, 1.953737], [4.304192, 0.054035, -1.090654], [-0.990077, 1.391175, 3.765578], [-2.945551, 0.518659, -2.949707], [-0.196763, -1.212502, 4.069804], [-1.571194, 3.320040, -1.372846], [4.952429, -0.156568, -4.119018], [2.292308, -0.446175, -4.206892], [-0.109287, -2.239386, 0.890832], [0.328955, -2.284956, 2.278175], [-0.641007, -1.459656, 3.105243], [-3.487782, 0.912145, -2.197085], [-0.302180, 2.058445, 1.838345], [1.954648, -0.273537, -1.464814], [-0.945875, -2.725315, 0.762581], [-3.972367, -1.741805, 1.401976], [0.996906, -0.537499, -3.648700], [-0.655712, -0.737960, -4.881379], [-4.235786, 0.358313, -1.817421], [1.698277, -0.174213, -0.126338], [-1.893905, 2.517829, -1.883985], [1.332376, -1.868897, 2.266002], [4.815399, 0.350454, 0.967135], [-2.335511, -0.956463, 0.088278], [0.600438, 0.788196, 3.274216], [-3.027366, -1.025606, 1.227076], [3.386095, -0.269359, -3.409560], [-0.371504, 1.492223, 0.602367], [3.249432, -0.165391, -1.997745], [-0.106953, 3.210968, 2.019890], [-2.950781, -0.280996, 3.258850], [2.472526, 0.156298, 1.742121], [-0.461871, -0.316573, 0.196140], [2.709305, 0.050898, 0.690043], [-3.724343, 2.340749, 0.024930], [0.370239, -3.326532, 2.590352], [4.030838, 0.167049, 0.247854], [-1.559010, 2.373568, -2.822264], [-2.999606, 1.898321, -1.429838], [-1.006297, -0.222325, 2.356796], [-0.377023, -0.519988, -1.689647]], "atomic_forces_ev_per_a": [[0.02, -0.02, -0.05], [0.00, 0.00, 0.00], [-0.01, -0.01, -0.06], [0.00, 0.00, 0.00], [-0.16, -0.01, -0.01], [0.02, 0.07, -0.01], [0.01, 0.00, 0.02], [-0.02, 0.01, 0.01], [0.00, -0.01, 0.01], [0.01, 0.00, 0.00], [-0.03, -0.01, 0.03], [-0.01, 0.03, 0.00], [0.00, 0.00, 0.01], [-0.01, 0.00, 0.02], [0.04, -0.14, -0.09], [-0.14, 0.05, 0.00], [0.10, -0.04, -0.09], [0.01, -0.03, -0.05], [-0.06, -0.17, 0.03], [0.08, 0.00, 0.01], [0.06, -0.07, 0.05], [0.03, -0.02, -0.06], [0.01, 0.00, -0.01], [0.00, 0.00, -0.01], [0.00, 0.02, 0.02], [-0.15, -0.02, -0.07], [0.12, -0.03, -0.07], [0.02, -0.01, -0.02], [0.00, 0.00, 0.00], [0.33, 0.07, 0.19], [0.00, 0.00, 0.02], [-0.14, -0.05, 0.04], [-0.01, 0.00, -0.01], [0.24, 0.10, 0.02], [0.05, 0.00, 0.02], [-0.03, 0.08, -0.05], [0.01, 0.01, 0.02], [0.01, 0.01, 0.00], [-0.35, 0.20, -0.14], [-0.09, 0.00, 0.04], [0.11, -0.03, -0.17], [0.03, 0.01, 0.04], [0.03, 0.00, -0.01], [-0.03, 0.04, -0.02], [-0.20, 0.00, 0.28], [-0.08, 0.02, 0.13], [0.17, -0.03, 0.03]], "homo_lumo_gap_ha": [0.202, 0.203], "charge": 1, "de_lowest_kj_mol": 130.6, "spin_multiplicity": 2}

***

{"formula": "C16H17ClN2OS", "method": "ωB97M-V/def2-TZVPD", "elements": ["H", "C", "C", "C", "N", "H", "S", "C", "C", "H", "C", "H", "C", "H", "H", "H", "H", "C", "C", "C", "C", "C", "H", "H", "H", "C", "N", "H", "H", "Cl", "H", "C", "H", "C", "H", "H", "C", "O"], "positions_angstrom": [[3.370757, -2.355564, -1.204570], [-4.764894, 1.157951, -1.256968], [-5.680690, 1.116239, -0.219457], [1.027614, -2.072671, 0.306012], [-0.326065, -2.199068, 0.282999], [6.557281, 0.456777, -0.773054], [1.918271, -3.376665, 0.793718], [-5.278998, 0.692941, 1.035751], [3.740725, -1.406281, -0.854419], [-0.871580, -1.018347, -1.349285], [4.662641, 1.032470, 0.031972], [1.883688, 1.072974, 1.798017], [-1.607311, -0.052238, 0.448658], [0.892313, -0.070158, 0.028591], [-1.444673, -0.272982, 1.509200], [-5.072315, 1.484035, -2.239272], [-1.029581, 1.470474, -0.634496], [-3.452663, 0.779409, -1.038650], [2.406536, 1.620267, 1.015174], [5.530128, 0.168001, -0.616475], [-3.040833, 0.357025, 0.221144], [-3.965552, 0.316076, 1.255349], [-3.653791, -0.010345, 2.236413], [-5.989176, 0.658579, 1.848048], [-2.185759, -1.894265, -0.539863], [-1.268202, -1.327971, -0.374023], [1.529566, -0.860675, -0.027586], [-2.750571, 0.805378, -1.861945], [5.728450, -1.738502, -1.557811], [5.296531, 2.562245, 0.551402], [-6.704425, 1.412772, -0.390043], [3.332989, 0.707438, 0.271268], [2.960934, 2.433618, 1.472921], [5.062183, -1.057165, -1.052522], [-0.648854, -3.103406, 0.589334], [1.659464, 2.051116, 0.348523], [2.880262, -0.536589, -0.194752], [-0.704417, 0.997115, 0.140682]], "atomic_forces_ev_per_a": [[-0.02, -0.02, -0.02], [0.00, 0.04, -0.10], [-0.07, 0.01, 0.02], [-0.10, -0.32, 0.24], [-0.08, 0.11, -0.09], [0.08, 0.05, 0.00], [0.34, -0.52, 0.23], [-0.09, -0.01, 0.02], [-0.06, 0.04, -0.08], [-0.13, 0.00, 0.02], [0.06, -0.28, -0.17], [-0.09, -0.01, 0.04], [-0.39, -0.49, -0.13], [0.00, -0.07, -0.14], [-0.08, -0.03, -0.16], [-0.04, 0.03, -0.08], [0.02, 0.01, 0.06], [0.01, -0.05, 0.07], [0.07, 0.05, -0.01], [0.03, 0.06, 0.05], [0.10, 0.12, 0.11], [0.10, -0.02, -0.07], [0.05, -0.02, 0.12], [-0.07, 0.00, 0.07], [0.11, -0.01, 0.00], [-0.01, 0.37, 0.26], [-0.74, 0.28, 0.00], [0.07, 0.00, -0.11], [0.06, -0.07, -0.06], [0.14, 0.20, 0.05], [-0.09, 0.03, -0.01], [-0.12, -0.14, 0.05], [-0.08, 0.01, 0.02], [-0.08, 0.09, 0.05], [0.16, 0.07, -0.06], [-0.07, 0.05, 0.04], [0.78, 0.07, -0.15], [0.22, 0.33, -0.07]], "homo_lumo_gap_ha": 0.306, "de_lowest_kj_mol": 27.2}

***

{"formula": "C16H17F2NO2S2SiTa", "method": "ωB97M-V/def2-TZVPD", "elements": ["H", "Ta", "O", "H", "C", "C", "Si", "F", "C", "H", "H", "H", "H", "C", "C", "H", "H", "O", "H", "C", "C", "S", "C", "S", "C", "H", "H", "H", "C", "H", "C", "C", "H", "C", "H", "C", "H", "C", "N", "C", "F", "H"], "positions_angstrom": [[-4.480556, -2.245913, -0.198877], [1.361651, 0.261336, 0.185055], [4.954752, 0.917796, 1.400178], [-2.865586, -1.706713, -0.649621], [4.517852, -3.150316, -1.015425], [3.959614, -2.015976, -0.416685], [-4.191851, 0.157713, 0.078385], [0.373690, 1.165139, -1.862056], [-3.611258, -1.601169, 0.095006], [7.476933, -3.137378, 0.634122], [-6.540726, -0.085229, 0.794425], [-5.985251, 1.324401, 1.483216], [-3.877650, 3.146637, 0.585361], [-4.693876, 0.537774, -1.710954], [-2.728336, 1.275789, 0.574875], [0.331432, 3.558387, 0.771598], [-3.191369, -1.896891, 1.073464], [2.845000, 0.198453, 1.312717], [-4.831938, 1.591549, -1.940721], [6.494658, -2.792059, 0.313145], [-5.639989, 0.313951, 1.271619], [-0.761846, -0.862038, 0.623417], [-2.916640, 2.677336, 0.581596], [2.331198, -1.546655, -1.077525], [-1.790966, 3.505057, 0.682458], [-3.915476, 0.144720, -2.390993], [2.404128, 1.560158, -2.128249], [-5.557483, -0.259087, 2.156161], [4.236695, 0.011144, 1.098681], [-1.879128, 4.588871, 0.755641], [4.646342, -1.303096, 0.525583], [5.808282, -3.554442, -0.640285], [3.985365, -3.707449, -1.765870], [5.946692, -1.674919, 0.851064], [-5.633992, -0.026641, -1.865567], [-0.539719, 2.953128, 0.694698], [6.497232, -1.095221, 1.567057], [1.615158, 1.725879, -1.370073], [-0.358468, 1.623370, 0.679219], [-1.407467, 0.810144, 0.642828], [1.390635, 3.024708, -1.280655], [6.222265, -4.412250, -1.117998]], "atomic_forces_ev_per_a": [[0.72, 0.39, 0.44], [0.20, -1.47, 0.11], [-0.52, -1.10, -0.29], [0.73, -0.39, -0.78], [0.85, 0.08, 0.48], [-1.27, -0.38, -0.90], [-0.67, -0.21, 0.10], [0.62, -0.58, -0.07], [-1.29, -0.37, 0.68], [-0.15, 0.27, -0.12], [0.16, -0.29, -0.34], [0.40, 0.23, 0.32], [-0.59, -0.09, -0.19], [0.30, -0.44, 0.46], [-0.35, 0.16, -0.58], [0.51, 0.33, -0.04], [-0.44, -0.12, -0.48], [-0.54, -0.24, -0.53], [-0.20, 0.04, 0.00], [0.86, -1.72, -0.65], [-0.64, 0.70, -1.44], [0.48, 0.39, 0.07], [1.80, -0.72, 0.54], [-0.32, 0.56, 0.48], [-0.56, 0.44, 0.02], [-0.39, 0.11, 0.23], [-0.53, -0.03, 0.20], [0.45, -0.39, 1.14], [0.44, 1.14, 0.54], [-0.06, -0.31, -0.09], [0.51, 1.27, 0.46], [-1.26, 1.25, 0.27], [-0.22, 0.00, -0.12], [-0.34, 0.28, 0.55], [0.41, 0.38, -0.17], [-0.22, -0.24, 0.30], [0.10, 0.24, 0.16], [0.23, -0.18, -1.06], [0.92, 0.87, 0.21], [-0.65, -0.36, -0.15], [0.10, 0.95, 0.29], [0.39, -0.46, -0.06]], "homo_lumo_gap_ha": [0.259, 0.259], "charge": 1, "de_lowest_kj_mol": 0.0}

***

{"formula": "C16H17F5O4", "method": "ωB97M-V/def2-TZVPD", "elements": ["H", "F", "F", "C", "O", "C", "C", "H", "F", "H", "C", "C", "H", "C", "C", "C", "O", "H", "H", "H", "C", "C", "H", "C", "H", "H", "H", "C", "H", "O", "C", "F", "C", "H", "H", "O", "F", "C", "H", "H", "C", "H"], "positions_angstrom": [[1.468118, 1.944359, 1.438963], [3.666989, 1.754070, -1.221624], [3.841558, 0.841637, 1.176504], [0.642615, -3.312912, 0.824324], [-1.591519, 2.476534, -1.316765], [1.378544, -3.607666, -0.309883], [-2.685760, -0.802488, -0.642793], [-2.161840, -2.193070, 1.869279], [4.026405, -0.925659, -0.035185], [1.132370, 2.110900, -1.604364], [3.195701, 0.049588, 0.316161], [-0.492519, -1.595017, -0.362833], [2.115751, -4.395513, -0.281106], [0.226493, -1.887205, -1.508457], [1.387128, 2.507631, 0.507851], [1.358832, 1.557307, -0.689635], [-1.400294, -0.519373, -0.390720], [-1.026505, -0.899932, 2.264135], [0.199960, 4.087828, 1.377634], [-3.833499, 2.273672, 0.448195], [-1.820373, 2.220239, -0.165590], [0.122179, 3.362198, 0.564990], [1.743143, -3.119660, -2.365702], [-3.536302, 0.450424, -0.651726], [0.805965, -3.874741, 1.731946], [0.594881, 0.789767, -0.559767], [-3.488725, 0.866490, -1.662426], [1.172035, -2.896677, -1.478561], [-0.031864, 3.881327, -0.386723], [-1.034579, 2.580924, 0.856204], [-0.306858, -2.300924, 0.822868], [2.185113, -0.508031, 0.989847], [-3.058657, 1.510493, 0.337689], [2.245726, 3.176849, 0.429840], [-4.565626, 0.153965, -0.450374], [-3.105685, -1.907734, -0.846869], [2.622084, 0.015850, -1.965349], [-1.109735, -1.962953, 2.039901], [-2.854186, 1.088047, 1.320807], [-0.763871, -2.532530, 2.897585], [2.690890, 0.861840, -0.909561], [0.045897, -1.319854, -2.408703]], "atomic_forces_ev_per_a": [[0.08, 0.06, 0.02], [0.07, 0.17, 0.13], [0.09, 0.28, 0.01], [-0.07, 0.07, -0.05], [-0.02, 0.00, -0.15], [0.06, -0.07, -0.05], [-0.96, -0.11, -0.19], [-0.08, 0.01, 0.07], [0.13, -0.04, -0.25], [0.05, -0.10, 0.00], [0.15, -0.18, 0.26], [0.15, -0.40, -0.07], [0.07, -0.07, 0.01], [-0.25, 0.20, 0.16], [-0.49, 0.02, -0.13], [0.37, -0.06, 0.06], [0.73, -0.07, 0.16], [-0.03, 0.06, 0.09], [-0.05, -0.07, -0.11], [0.05, 0.00, 0.05], [-0.23, 0.02, 0.12], [0.55, 0.30, -0.20], [0.07, -0.03, -0.09], [0.13, 0.02, 0.09], [0.01, -0.04, 0.11], [0.08, 0.08, -0.06], [-0.05, -0.05, 0.03], [0.00, -0.02, 0.03], [0.04, -0.01, 0.19], [-0.07, -0.18, 0.32], [-0.13, 0.21, -0.15], [-0.27, -0.02, -0.13], [0.08, -0.08, -0.23], [0.00, 0.02, 0.06], [0.11, -0.04, -0.05], [0.15, 0.05, 0.04], [-0.18, -0.14, 0.01], [-0.03, 0.03, -0.09], [-0.05, 0.05, 0.00], [0.00, -0.02, 0.08], [-0.24, 0.05, -0.02], [-0.03, 0.08, -0.08]], "homo_lumo_gap_ha": 0.366, "de_lowest_kj_mol": 4.9}